No. 1
The following is a DFT calculation (ωB97M-V/def2-TZVPD) of a molecular structure, C26H28I2N10O7SV.

energy above the lowest of the compared OMol25 structures with the same formula, charge and spin: 0.000 eV
Kohn-Sham gap (alpha / beta): 7.5 / 7.6 eV
lowest unoccupied orbital energy (alpha / beta): -2.784 / -2.730 eV
highest occupied orbital energy (alpha / beta): -10.3 / -10.3 eV
⟨S²⟩: 2.010

```
! wB97M-V def2-TZVPD RIJCOSX def2/J DEFGRID3
* xyz 1 3
V 0.22159 0.10108 0.81979
I -4.47605 -5.61978 0.10461
C -2.92451 -4.31187 0.58003
C -1.61560 -4.65248 0.27237
C -0.59467 -3.76213 0.56948
I 1.38762 -4.22741 0.13156
C -0.87085 -2.52549 1.14944
O 0.10311 -1.66511 1.43674
C -2.19923 -2.18228 1.42099
C -2.43822 -0.81578 1.98779
N -2.00861 0.27778 1.06221
C -3.04407 0.58234 0.02878
C -3.00172 -0.14862 -1.29493
C -3.74561 -1.29573 -1.52982
C -3.75144 -1.85269 -2.80032
C -3.02421 -1.23463 -3.80060
C -2.31335 -0.08777 -3.48221
N -2.30535 0.44833 -2.26601
C -3.21415 -3.08660 1.16461
H -1.38954 -5.60181 -0.19300
H -3.49280 -0.68509 2.24371
H -1.85608 -0.69501 2.90368
H -1.98166 1.10886 1.64920
H -4.02681 0.42246 0.48129
H -2.95738 1.64514 -0.19595
H -4.32924 -1.73882 -0.73658
H -4.32108 -2.75073 -3.00021
H -3.00034 -1.62654 -4.80772
H -1.72803 0.42428 -4.23776
H -4.23889 -2.82743 1.40367
N 2.34471 -0.30612 0.90156
N 2.86501 -0.14857 2.18767
C 2.13741 0.42846 3.15831
N 2.75470 0.68646 4.30223
N 0.84857 0.66524 2.85692
N 0.10065 1.44838 3.69998
O -0.97238 1.80067 3.25240
O 0.48111 1.72776 4.82423
H 2.37400 -1.29311 0.63957
H 2.83405 0.25501 0.20208
H 3.81858 -0.42211 2.36210
H 3.74313 0.53091 4.39774
H 2.22128 1.10160 5.05113
C 4.55689 3.77140 1.33563
C 3.26926 4.59376 1.32515
C 2.13033 3.83346 0.71735
N 1.72326 2.69598 1.14318
N 0.66253 2.18325 0.42501
C 0.30633 2.95667 -0.58391
N -0.67011 2.70354 -1.45466
S 1.24847 4.40747 -0.66452
H 5.36767 4.33919 1.78925
H 4.85444 3.49886 0.32275
H 4.41618 2.85432 1.90839
H 3.41709 5.52295 0.77448
H 2.98802 4.87205 2.34257
H -1.07925 1.77158 -1.61021
H -0.82081 3.36063 -2.20085
O 2.24631 0.23084 -1.76226
C 1.21085 -0.41793 -1.85471
O 0.18695 -0.24623 -1.04190
C 1.00931 -1.47433 -2.87783
C 1.94184 -1.62075 -3.89655
C 1.81905 -2.62981 -4.85263
C 0.74141 -3.47315 -4.72265
O 0.39883 -4.52373 -5.51308
C -0.75361 -5.12173 -4.91365
O -1.15706 -4.28987 -3.82386
C -0.18801 -3.33094 -3.70285
C -0.08903 -2.34390 -2.76500
H 2.77598 -0.93385 -3.93392
H 2.53424 -2.75099 -5.65340
H -0.49327 -6.11424 -4.54062
H -1.55588 -5.17315 -5.64921
H -0.81049 -2.23916 -1.96656
*
```

***

No. 2
The following is a DFT calculation (ωB97M-V/def2-TZVPD) of 2 unconnected molecules or ions with the total composition C9H9ClF4I2N2O4 at a distorted geometry.

Kohn-Sham gap: 6.1 eV
lowest unoccupied orbital energy: -2.780 eV
highest occupied orbital energy: -8.9 eV

```
! wB97M-V def2-TZVPD RIJCOSX def2/J DEFGRID3
* xyz 0 1
C 2.76025 0.89624 0.29259
C 1.50846 1.75714 -0.24112
I 1.19664 1.60617 -2.39139
C 0.15594 1.52248 0.61781
I 0.79293 1.56395 2.73512
C -0.59839 0.19184 0.25817
C 0.08520 -1.05036 -0.30207
C -0.82349 -2.20543 -0.61288
N -2.18760 -2.35763 -0.44250
N -2.68639 -1.23501 0.03987
C -2.08399 -0.04186 0.36611
C -2.98094 1.16153 0.88458
F -2.47768 1.73551 2.08333
F -4.30918 0.81812 1.15567
C -3.03828 2.40054 -0.15932
F -2.47096 2.08846 -1.40200
F -4.37537 2.86486 -0.26632
H 3.49833 0.64595 -0.54691
H 3.35859 1.47006 1.08307
H 2.45753 -0.09193 0.76182
H 1.78893 2.84949 -0.03893
H -0.45673 2.46908 0.48848
H 1.19829 -1.14039 -0.48869
H -0.31398 -3.12422 -1.06635
H -3.71263 -1.28114 0.18903
H -2.45553 3.29256 0.25182
O 4.34840 -3.57922 0.24618
Cl 3.23883 -3.36713 -0.65048
O 3.62822 -3.69751 -2.00015
O 2.83695 -1.96938 -0.59566
O 2.11766 -4.19279 -0.24886
*
```

***

No. 3
The following is a DFT calculation (ωB97M-V/def2-TZVPD) of a single C3H6ClNO2 molecule at a distorted geometry.

energy above the lowest of the compared OMol25 structures with the same formula, charge and spin: 0.737 eV
Kohn-Sham gap: 10.8 eV
lowest unoccupied orbital energy: 0.529 eV
highest occupied orbital energy: -10.3 eV

```
! wB97M-V def2-TZVPD RIJCOSX def2/J DEFGRID3
* xyz 0 1
C 0.10510 0.30736 1.20029
C 0.80256 0.04363 -0.15555
N -0.00392 0.15030 -1.27752
Cl 2.13679 1.49125 -0.25057
C 1.56730 -1.29751 0.04071
O 2.44750 -1.51046 0.81501
O 0.92621 -2.25900 -0.66232
H -0.58925 1.26496 1.24018
H 0.72342 0.42175 1.95401
H -0.68721 -0.42871 1.29132
H -0.95791 0.32727 -1.02357
H 0.22482 0.96324 -1.84668
H 0.51463 -2.00040 -1.48546
*
```

***

No. 4
The following is a DFT calculation (ωB97M-V/def2-TZVPD) of a molecular structure, C3H5O2Ru at a distorted geometry.

energy above the lowest of the compared OMol25 structures with the same formula, charge and spin: 0.000 eV
Kohn-Sham gap (alpha / beta): 6.9 / 6.4 eV
lowest unoccupied orbital energy (alpha / beta): -4.805 / -7.647 eV
highest occupied orbital energy (alpha / beta): -11.7 / -14.0 eV
⟨S²⟩: 12.009

```
! wB97M-V def2-TZVPD RIJCOSX def2/J DEFGRID3
* xyz 1 7
H -0.80748 -1.41040 -0.33352
C 1.68950 -1.63578 -0.19283
C 0.97776 -0.92475 0.73788
O 0.59462 0.35088 0.26761
C -0.27269 1.06437 0.94764
O -1.18864 1.36148 0.04428
Ru -0.78618 -0.30967 -1.94094
H 1.66834 -2.72185 -0.08530
H 2.19001 -1.11747 -1.01536
H 1.21609 -0.87933 1.80277
H -1.88413 1.91327 0.42327
*
```

***

Number 1: E_tot -109370.0098 eV. Number 2: E_tot -60230.4341 eV. Number 3: E_tot -21315.3830 eV. Number 4: E_tot -9850.2120 eV.